The molecule C4H11NO2. Source: OMol25; level of theory: ωB97M-V with the def2-TZVPD basis set.

Element x y z (Å)
C  0.25  -2.31  -0.60
C  0.48  -0.93  0.12
O  1.20  -0.08  -0.76
C  -0.82  -0.28  0.53
N  -0.68  1.08  1.04
C  -0.67  2.17  0.07
O  0.62  2.67  -0.15
H  1.14  -2.48  -1.18
H  -0.64  -2.26  -1.22
H  0.01  -3.03  0.19
H  0.95  -1.14  1.09
H  2.13  -0.29  -0.76
H  -1.22  -0.85  1.38
H  -1.61  -0.24  -0.22
H  0.21  1.21  1.53
H  -1.08  1.86  -0.91
H  -1.39  2.94  0.34
H  1.12  1.92  -0.49

For the HOMO energy, the calculation gives -8.700 eV. Its gap between HOMO and LUMO is 9.322 eV. As for the SMILES: C[C@@H](O)CNCO. The calculation puts the electronic energy at -364.20932 Ha.